No. 1
Density functional theory data (ωB97M-V with the def2-TZVPD basis set) for a structure of composition C3H2NaO4 at a distorted geometry.

Last column: Mulliken charge in e.
CARTESIAN COORDINATES (ANGSTROEM)
H: -2.49 1.32 0.29  0.382
C: -2.21 1.16 2.16  0.570
O: -2.13 1.87 1.08  -0.438
O: -2.82 1.44 3.14  -0.364
O: -1.99 -0.23 1.72  -0.390
C: -2.60 -1.22 2.51  -0.842
C: -3.72 -1.80 2.08  0.942
O: -4.66 -2.36 1.72  -0.244
Na: -0.36 -1.87 0.75  0.987
H: -2.23 -1.41 3.52  0.398

Values from the calculation:
* E_LUMO: -0.1890 hartree
* total charge: +1
* E_HOMO: -13.6 eV
* E_tot: -578.50430 Eh
* Kohn-Sham gap: 0.3098 Ha

No. 2
Density functional theory data (ωB97M-V with the def2-TZVPD basis set) for an isolated molecule of C3H2O at a distorted geometry.

Last column: Mulliken charge in e.
CARTESIAN COORDINATES (ANGSTROEM)
C: 0.18 -1.44 -1.22  0.724
C: 1.22 -1.26 -0.39  -0.640
C: 0.27 -0.34 -0.08  -0.241
O: -0.87 -1.50 -1.71  -0.369
H: 0.30 -0.08 0.92  0.287
H: -0.33 0.43 -0.60  0.238

Values from the calculation:
* E_LUMO: -0.0119 hartree
* E_HOMO: -9.7 eV
* E_tot: -190.56634 Eh
* Kohn-Sham gap: 0.3450 Ha